[1]
{"formula": "C26H43NO18", "method": "wB97M-V/def2-TZVPD", "de_lowest_kcal_mol": 0.0, "smiles": "C[C@H]1COC(=O)O1.C[C@H]1COC(=O)O1.C[C@H]1COC(=O)O1.C[C@H]1COC(=O)O1.COC(=O)OC.COC(=O)OC.CCCC#N", "energy_ev": -66001.0142, "e_homo_ev": -10.7674, "largest_force_ev_per_a": 8.38, "elements": ["C", "C", "C", "O", "C", "O", "O", "H", "H", "H", "H", "H", "H", "C", "C", "C", "O", "C", "O", "O", "H", "H", "H", "H", "H", "H", "C", "C", "C", "O", "C", "O", "O", "H", "H", "H", "H", "H", "H", "C", "C", "C", "O", "C", "O", "O", "H", "H", "H", "H", "H", "H", "C", "O", "C", "O", "O", "C", "H", "H", "H", "H", "H", "H", "C", "O", "C", "O", "O", "C", "H", "H", "H", "H", "H", "H", "C", "C", "C", "C", "N", "H", "H", "H", "H", "H", "H", "H"], "xyz": [[-8.196, 9.724, 17.580], [-7.468, 8.405, 18.024], [-6.759, 7.660, 16.950], [-5.408, 8.007, 17.200], [-5.242, 8.646, 18.308], [-4.108, 8.893, 18.766], [-6.377, 8.876, 18.872], [-8.783, 9.497, 16.659], [-7.455, 10.409, 17.272], [-8.749, 10.184, 18.389], [-8.087, 7.678, 18.613], [-7.077, 7.983, 15.976], [-6.869, 6.604, 17.080], [-9.660, 12.598, 15.138], [-8.208, 13.104, 14.797], [-7.761, 12.733, 13.398], [-7.452, 13.969, 12.781], [-7.680, 14.938, 13.596], [-7.577, 16.127, 13.354], [-8.012, 14.509, 14.833], [-9.720, 11.479, 15.011], [-10.352, 13.078, 14.461], [-10.055, 12.726, 16.091], [-7.504, 12.711, 15.506], [-8.589, 12.203, 12.869], [-6.956, 12.037, 13.376], [-0.756, 10.354, 14.740], [-0.507, 9.118, 15.510], [-1.753, 8.731, 16.335], [-2.398, 7.841, 15.427], [-1.554, 7.380, 14.516], [-1.855, 6.542, 13.668], [-0.398, 7.967, 14.636], [0.265, 10.635, 14.381], [-1.300, 11.119, 15.357], [-1.425, 10.127, 13.905], [0.354, 9.227, 16.100], [-2.436, 9.507, 16.670], [-1.405, 8.029, 17.161], [-4.860, 10.174, 14.677], [-4.754, 9.647, 13.196], [-5.307, 8.268, 12.949], [-6.037, 8.419, 11.764], [-6.398, 9.680, 11.632], [-7.177, 10.130, 10.839], [-5.638, 10.431, 12.425], [-4.284, 11.121, 14.877], [-4.409, 9.451, 15.301], [-5.937, 10.326, 14.996], [-3.766, 9.665, 12.738], [-5.942, 7.814, 13.747], [-4.439, 7.601, 12.775], [0.697, 12.885, 16.781], [0.413, 14.244, 16.562], [-0.754, 14.447, 15.986], [-1.711, 13.475, 15.562], [-0.900, 15.709, 15.711], [-1.835, 16.040, 14.668], [0.039, 12.325, 17.517], [1.648, 12.752, 17.256], [0.718, 12.328, 15.822], [-1.333, 16.299, 13.771], [-2.429, 16.905, 15.065], [-2.643, 15.358, 14.500], [-5.142, 14.935, 15.885], [-4.168, 14.586, 16.808], [-4.171, 13.346, 17.354], [-5.040, 12.312, 16.982], [-3.184, 13.225, 18.305], [-2.892, 11.950, 18.856], [-6.159, 14.919, 16.219], [-5.190, 14.234, 15.060], [-4.900, 15.918, 15.514], [-2.189, 12.009, 19.672], [-2.551, 11.301, 18.083], [-3.835, 11.442, 19.254], [-1.756, 12.498, 11.295], [-2.345, 13.677, 12.106], [-3.844, 13.489, 12.190], [-4.634, 13.157, 11.001], [-5.228, 12.910, 10.059], [-1.973, 11.537, 11.806], [-0.683, 12.645, 11.111], [-2.265, 12.417, 10.339], [-2.049, 14.612, 11.638], [-1.794, 13.659, 13.099], [-4.349, 14.404, 12.583], [-4.120, 12.836, 13.047]], "mulliken_charge": [-0.96, 0.30, -0.22, -0.29, 0.73, -0.65, -0.36, 0.31, 0.01, 0.43, 0.33, 0.06, 0.30, -1.64, 1.09, 0.52, -0.31, 0.64, -0.63, -0.43, 0.30, 0.41, 0.44, -0.11, 0.33, -0.60, -0.16, 0.12, 0.27, -0.24, 0.63, -0.63, -0.40, 0.37, -0.29, -0.08, 0.54, -0.44, 0.33, 0.37, 0.46, -0.19, -0.39, 0.45, -0.56, 0.03, -0.50, 0.13, -0.12, -0.07, -0.03, 0.31, -0.38, -0.39, 0.52, -0.08, -0.39, -0.14, 0.08, 0.38, 0.14, 0.36, 0.30, -0.34, -0.65, -0.33, 0.61, -0.41, -0.37, -0.03, 0.60, -0.11, 0.39, 0.36, -0.32, 0.20, -1.36, 0.13, 1.42, -0.13, -0.59, 0.14, 0.40, 0.48, 0.43, -0.30, 0.34, -0.94]}

***

[2]
{"formula": "C2H4N2O2S", "method": "wB97M-V/def2-TZVPD", "de_lowest_kcal_mol": 134.2, "energy_ev": -20043.6619, "e_homo_ev": -8.8468, "largest_force_ev_per_a": 5.79, "elements": ["C", "C", "H", "H", "H", "H", "N", "N", "O", "O", "S"], "xyz": [[0.508, -0.982, -0.721], [-0.819, 1.131, -0.247], [1.824, 0.816, 1.340], [0.114, -1.813, -1.366], [-1.957, -0.582, 1.482], [-1.975, 1.161, 0.092], [1.745, -0.760, -0.506], [-0.550, -0.187, -0.019], [-1.725, -0.860, 0.258], [0.033, 1.912, -0.479], [2.802, 0.166, 0.167]], "mulliken_charge": [-0.03, 0.14, 0.11, 0.34, 0.38, 0.26, -0.28, 0.18, -0.54, -0.47, -0.08]}

***

[3]
{"formula": "C27H40FN7O3Ti", "method": "wB97M-V/def2-TZVPD", "multiplicity": 3, "s_squared": 2.0317, "de_lowest_kcal_mol": 1.0, "energy_ev": -71043.4750, "e_homo_ev": [-9.7984, -12.7398], "largest_force_ev_per_a": 0.85, "total_charge": 2, "elements": ["Ti", "N", "C", "C", "C", "C", "N", "H", "H", "H", "H", "H", "H", "H", "H", "H", "H", "H", "H", "F", "C", "C", "C", "C", "O", "C", "C", "N", "C", "C", "C", "C", "C", "C", "N", "C", "C", "N", "C", "C", "C", "O", "O", "H", "H", "H", "H", "H", "H", "H", "H", "H", "H", "H", "H", "H", "H", "H", "H", "H", "H", "N", "C", "N", "C", "C", "C", "C", "C", "H", "H", "H", "H", "H", "H", "H", "H", "H", "H"], "xyz": [[-1.001, 2.312, -1.610], [-2.925, 1.294, -2.029], [-4.289, 1.865, -2.197], [-4.248, 3.182, -2.965], [-4.296, 4.430, -2.085], [-3.272, 4.502, -0.966], [-1.878, 4.383, -1.480], [-2.662, 0.817, -2.892], [-2.944, 0.555, -1.327], [-4.716, 2.009, -1.203], [-4.920, 1.139, -2.709], [-5.091, 3.226, -3.655], [-3.361, 3.189, -3.610], [-5.282, 4.503, -1.620], [-4.200, 5.318, -2.717], [-3.425, 3.702, -0.239], [-3.388, 5.445, -0.432], [-1.243, 4.903, -0.879], [-1.809, 4.854, -2.381], [-1.739, -0.919, 4.192], [-1.175, -1.353, 3.037], [-1.043, -0.474, 1.992], [-0.460, -0.915, 0.787], [-0.267, -0.051, -0.316], [-0.665, 1.253, -0.163], [0.377, -0.535, -1.488], [0.783, -1.833, -1.510], [0.550, -2.712, -0.495], [1.031, -4.067, -0.601], [0.030, -5.182, -0.680], [0.832, -4.800, -1.889], [-0.031, -2.269, 0.702], [-0.172, -3.119, 1.787], [-0.750, -2.674, 2.976], [-0.879, -3.574, 4.086], [-0.091, -3.208, 5.254], [-0.034, -4.377, 6.214], [-1.445, -4.756, 6.601], [-2.289, -5.065, 5.387], [-2.256, -3.876, 4.450], [0.628, 0.253, -2.757], [1.595, 0.048, -3.446], [-0.318, 1.143, -3.025], [-1.369, 0.549, 2.099], [1.306, -2.220, -2.372], [1.949, -4.248, -0.053], [-1.013, -4.897, -0.674], [0.261, -6.108, -0.173], [0.310, -4.288, -2.686], [1.627, -5.453, -2.216], [0.166, -4.143, 1.736], [-0.493, -2.323, 5.771], [0.926, -2.972, 4.946], [0.502, -4.141, 7.131], [0.397, -5.259, 5.745], [-1.870, -3.979, 7.114], [-1.434, -5.555, 7.235], [-3.294, -5.291, 5.740], [-1.847, -5.948, 4.929], [-2.763, -3.018, 4.919], [-2.818, -4.138, 3.555], [0.957, 3.296, -1.884], [2.075, 3.427, -2.171], [3.320, 3.563, -2.483], [4.073, 4.781, -2.108], [5.446, 4.396, -1.580], [6.148, 3.356, -2.483], [5.348, 3.049, -3.747], [3.952, 2.566, -3.401], [3.489, 5.313, -1.358], [4.143, 5.421, -2.989], [5.339, 4.007, -0.567], [6.036, 5.310, -1.503], [6.288, 2.426, -1.929], [7.144, 3.703, -2.755], [5.836, 2.268, -4.329], [5.293, 3.926, -4.395], [3.990, 1.608, -2.882], [3.320, 2.451, -4.280]], "lowdin_spin": [1.03, 0.01, 0.00, 0.00, 0.00, 0.00, 0.01, 0.00, 0.00, 0.00, 0.00, 0.00, 0.00, 0.00, 0.00, 0.00, 0.00, 0.00, 0.00, -0.01, 0.01, 0.09, 0.01, 0.24, 0.02, 0.04, 0.12, 0.11, 0.01, 0.00, 0.00, 0.05, 0.03, 0.11, 0.01, 0.00, 0.00, 0.00, 0.00, 0.01, 0.01, 0.01, 0.02, 0.01, 0.01, 0.00, 0.00, 0.00, 0.00, 0.00, 0.00, 0.00, 0.00, 0.00, 0.00, 0.00, 0.00, 0.00, 0.00, 0.00, 0.00, 0.00, 0.01, 0.00, 0.00, 0.00, 0.00, 0.00, 0.00, 0.00, 0.00, 0.00, 0.00, 0.00, 0.00, 0.00, 0.00, 0.00, 0.00]}

***

- Which formula does entry 1 have?
  C26H43NO18